[1]
C27H78NO19 | wB97M-V/def2-TZVPD

Structure (XYZ):
```
125
Properties=species:S:1:pos:R:3:forces:R:3
C 0.1859 3.7094 -0.4806 -0.3 -0.1 -0.1
C 0.4428 2.8997 0.8284 -0.9 0.5 -1.1
C -0.7770 2.9783 1.7665 0.5 0.5 0.3
C -2.0071 2.2250 1.3355 0.8 -0.9 0.4
C -1.5785 0.7595 1.0822 -1.1 0.6 -0.7
C -0.3501 0.5434 0.1669 -0.7 0.8 1.2
N 0.6847 1.4833 0.6345 1.1 -1.4 1.5
O 1.9557 1.1934 0.1021 0.3 0.0 -0.2
C -0.7532 0.7108 -1.2912 -0.1 -0.6 -1.0
C 0.0316 -0.9359 0.4632 0.2 0.8 -0.6
C 1.5609 3.6515 1.5684 -0.3 -1.2 0.5
H 0.9326 3.6043 -1.2713 0.6 -0.2 0.5
H 0.1497 4.7539 -0.1676 -0.2 0.1 -0.4
H -0.7389 3.4228 -0.9925 -0.3 0.2 0.4
H -0.9577 4.0008 2.1177 -0.2 0.2 -0.6
H -0.4449 2.5012 2.6940 0.0 -0.1 0.0
H -2.5289 2.5661 0.4406 0.0 0.5 0.2
H -2.6459 2.2419 2.2214 -0.6 0.0 -0.4
H -2.4468 0.3686 0.5417 0.1 -0.3 0.0
H -1.4983 0.1896 2.0073 0.2 0.2 0.1
H 0.0665 0.9528 -1.9714 0.3 -0.1 0.3
H -1.5309 1.4440 -1.5214 0.0 0.1 0.5
H -1.1578 -0.2529 -1.6207 0.0 0.1 -0.2
H 0.1036 -1.0857 1.5389 0.4 0.1 -0.2
H 0.9430 -1.1834 -0.0782 0.0 -0.2 0.3
H -0.7631 -1.6132 0.1319 -0.2 0.2 -0.2
H 1.6142 3.1886 2.5596 0.4 0.1 0.0
H 1.2172 4.6702 1.7411 0.2 0.1 -0.2
H 2.5289 3.5818 1.0794 0.0 0.2 -0.1
C -5.6776 1.2503 0.4348 -0.3 0.4 -1.3
O -6.1482 0.5947 -0.7620 1.0 -0.2 0.1
H -5.6188 2.3157 0.1892 -0.8 0.1 0.4
H -6.4187 0.9572 1.1765 0.6 0.6 0.7
H -4.6276 1.0552 0.6496 -0.3 -0.7 0.4
H -5.6403 -0.2279 -0.7792 -0.3 0.0 -0.1
C 1.8589 7.5056 0.7964 1.1 0.1 -0.1
O 1.7020 8.7251 0.0781 -0.6 0.1 0.1
H 0.9668 6.8966 0.6900 0.0 0.1 -0.2
H 2.7408 7.0064 0.3859 -0.3 -0.5 0.0
H 2.0784 7.6252 1.8609 -0.3 0.3 0.0
H 2.2885 9.3977 0.4280 0.1 -0.1 0.1
C -1.2358 2.8509 -4.2920 0.5 1.2 -0.2
O 0.0811 3.3056 -3.9402 -0.6 -0.3 0.3
H -1.8236 3.7233 -4.5967 -0.2 -0.1 -0.2
H -1.1086 2.2025 -5.1534 -0.2 -0.3 0.2
H -1.7733 2.4194 -3.4490 0.2 -0.5 -0.1
H -0.0309 3.7182 -3.0758 0.4 0.0 0.0
C 3.4031 -1.7474 -1.4668 -0.2 1.4 0.7
O 3.1368 -1.2689 -0.1511 0.6 -1.4 0.6
H 3.6163 -2.8105 -1.3992 -0.1 -0.1 -0.1
H 2.5215 -1.5368 -2.0761 0.2 -0.2 -0.5
H 4.2809 -1.2217 -1.8458 0.0 -0.1 -0.4
H 2.8074 -0.3478 -0.0623 -0.5 0.4 -0.4
C -4.1424 -2.7183 0.2060 -1.2 0.0 0.6
O -4.1468 -1.4255 0.7986 0.6 -0.1 -0.6
H -3.2846 -3.3323 0.4834 0.2 0.2 -0.1
H -5.0356 -3.1830 0.6324 0.1 -0.3 -0.2
H -4.2873 -2.6706 -0.8778 0.3 0.0 -0.1
H -3.2823 -1.0450 0.5872 -0.2 0.1 0.3
C 5.0116 3.0914 5.5131 0.1 -0.1 -0.9
O 4.0825 3.6717 4.5853 0.3 -0.7 0.8
H 4.5054 2.7079 6.3999 0.1 0.3 0.3
H 5.5161 2.2374 5.0492 0.0 -0.1 -0.1
H 5.7994 3.8125 5.7140 -0.2 0.2 0.4
H 3.5684 2.8902 4.3397 -0.2 0.4 -0.7
C -3.0283 -6.0275 -2.8454 0.0 0.4 0.4
C -2.6832 -5.3422 -1.5446 0.6 0.3 0.7
O -1.6186 -4.3942 -1.6634 -0.4 -0.2 -0.7
O -3.5726 -5.0977 -3.7579 -0.3 -0.3 -0.6
H -3.6811 -6.8583 -2.5449 -0.4 0.1 -0.4
H -2.1964 -6.4914 -3.3738 0.3 0.2 0.3
H -2.5141 -6.1088 -0.7805 0.5 0.0 0.0
H -3.5554 -4.8001 -1.1700 -0.3 -0.1 -0.3
H -1.1274 -4.2925 -0.8406 -0.5 -0.2 0.3
H -4.4400 -4.7924 -3.4761 0.0 -0.1 0.2
C 0.4773 -2.5841 3.7822 0.2 0.5 1.5
C -0.9598 -2.8500 4.2242 0.5 0.0 -1.1
O -1.8310 -2.9184 3.0995 -0.5 0.0 0.0
O 1.0498 -3.7582 3.2371 -0.7 -0.3 -0.5
H 1.0464 -2.3132 4.6821 -0.1 0.1 0.0
H 0.5429 -1.7033 3.1388 -0.1 -0.5 -0.1
H -1.3728 -2.0386 4.8215 0.3 0.0 0.2
H -0.9431 -3.7952 4.7767 -0.3 0.0 0.1
H -1.3921 -3.2777 2.3233 0.2 -0.1 0.1
H 1.9309 -3.9127 3.5736 0.1 0.1 -0.1
C -2.5072 -1.7095 -3.9469 -2.0 -0.1 0.7
C -3.2832 -0.3899 -3.8580 0.4 0.2 1.5
O -4.5418 -0.4404 -4.5450 1.3 0.1 -0.6
O -2.1408 -2.0169 -5.2713 1.0 -0.3 0.0
H -3.2096 -2.4670 -3.5663 0.0 -0.1 -0.3
H -1.6961 -1.8149 -3.2258 0.5 0.5 -0.5
H -2.6301 0.4544 -4.1147 -0.3 -0.1 -0.7
H -3.5540 -0.1297 -2.8290 0.1 -0.5 0.1
H -4.2497 -0.5082 -5.4632 -0.8 0.1 -0.1
H -2.6539 -1.5314 -5.9159 -0.2 0.1 0.1
C 3.2949 2.0793 -2.7264 0.2 0.5 0.8
C 4.0943 1.9335 -3.9887 -0.3 0.7 0.1
O 4.3735 0.5785 -4.2642 0.0 -0.1 -1.1
O 4.1380 1.8991 -1.6026 0.6 -0.2 -0.1
H 2.4789 1.3559 -2.6881 -0.1 0.0 -0.2
H 2.8704 3.0921 -2.7162 -0.1 0.0 0.0
H 4.9607 2.6047 -4.0343 0.5 -0.4 0.7
H 3.5112 2.4296 -4.7733 -0.4 -1.0 -0.4
H 5.0090 0.2026 -3.6530 0.0 0.4 0.4
H 3.6230 1.6284 -0.8253 -0.5 0.3 -0.2
C 3.0782 0.0580 3.3840 -0.2 0.0 0.7
C 1.9750 0.4740 4.3415 -1.0 -0.1 -0.3
O 0.6838 0.3956 3.7252 0.1 0.3 0.0
O 3.4847 1.1420 2.5772 -0.1 -0.5 0.4
H 2.6811 -0.7906 2.8182 0.1 0.0 -0.3
H 3.9079 -0.3357 3.9782 0.3 0.3 -0.2
H 2.1070 1.5065 4.6828 0.3 -0.1 0.2
H 1.8852 -0.2020 5.1956 0.3 0.1 0.1
H 0.7195 0.8314 2.8525 0.0 0.0 -0.2
H 2.8077 1.1981 1.8762 0.2 0.2 -0.9
C 1.5408 -4.3809 -0.3929 -1.3 0.1 -1.9
C 0.5863 -5.5201 -0.0967 0.2 -1.1 0.5
O -0.3472 -5.2137 0.9409 0.0 0.3 0.0
O 2.3208 -3.9275 0.6566 0.1 -0.3 0.3
H 0.8585 -3.6006 -0.7751 0.4 0.3 0.2
H 2.1293 -4.6671 -1.2811 0.1 -0.1 0.2
H 1.1102 -6.4733 0.0696 0.2 0.2 0.7
H -0.0675 -5.7896 -0.9319 0.6 0.5 -0.4
H 0.0583 -4.5936 1.5655 0.5 -0.3 0.2
H 2.5394 -2.9992 0.4624 0.1 0.3 0.3
```
Forces are in eV/Å.

Values from the calculation:
Kohn-Sham gap: 6.25 eV
HOMO level: -4.0331 eV
E: -69650.5699 eV
Total charge: -1

Atomic partial charges in e from the Löwdin method, atoms 1 to 4: -0.012 -0.493 -0.155 -0.160

---

[2]
C27H79NO14P | wB97M-V/def2-TZVPD

Structure (XYZ):
```
122
Properties=species:S:1:pos:R:3:forces:R:3
C 5.2178 -0.0195 -1.3768 -1.1 0.0 -0.3
C 4.4877 -0.0209 -0.0396 1.4 -0.2 0.4
O 3.3251 0.9025 0.0137 0.2 -0.3 -0.5
P 2.1840 0.7294 -1.0127 -0.8 0.6 0.1
N 0.9222 -0.1560 -0.4421 0.6 -0.3 -0.4
C 1.0169 -1.3864 -0.5789 0.0 0.1 0.4
O 1.1295 -2.5175 -0.6508 -0.3 -0.3 0.0
H 4.8884 -0.8499 -1.9996 0.2 -0.1 -0.1
H 4.9594 0.8830 -1.9316 0.4 0.2 0.0
H 6.2895 -0.0736 -1.2320 0.1 0.0 0.0
H 5.1662 0.3364 0.7263 -0.3 0.2 0.3
H 4.2074 -1.0231 0.2745 -0.5 0.0 0.0
H 1.6875 1.9943 -1.2691 -0.1 0.1 0.1
H 2.6244 0.1855 -2.2171 0.1 -0.1 0.0
C 4.6263 -1.4418 4.7927 0.0 0.1 0.0
C 4.6419 -1.7262 3.3050 0.2 -0.1 0.2
O 5.8074 -1.1943 2.6719 -0.1 0.0 -0.2
H 4.6735 -0.3678 4.9724 0.0 0.0 0.0
H 3.7230 -1.8368 5.2580 0.0 0.0 0.0
H 5.4907 -1.8973 5.2797 0.0 -0.1 0.0
H 3.7856 -1.2535 2.8197 0.0 0.0 0.0
H 4.5902 -2.8045 3.1210 -0.1 0.0 0.0
H 6.5755 -1.6069 3.0801 0.0 0.1 0.0
C -0.7194 -3.7838 -3.4134 0.1 -0.1 -0.1
C 0.3716 -2.8336 -3.8693 -0.3 0.1 -0.2
O 0.7756 -3.0865 -5.2054 0.2 0.0 0.1
H -0.3844 -4.8184 -3.4931 0.0 0.0 0.0
H -1.0055 -3.5889 -2.3793 0.0 0.0 0.0
H -1.6051 -3.6805 -4.0436 0.0 0.1 0.1
H 1.2660 -2.9490 -3.2536 0.1 -0.1 -0.1
H 0.0233 -1.7927 -3.7889 0.0 0.0 0.1
H 0.0069 -2.9833 -5.7754 0.0 0.0 0.0
C 5.3888 4.3580 1.2904 -0.1 0.0 0.1
C 5.5637 3.0815 2.0920 -0.2 0.0 -0.2
O 4.3077 2.5333 2.4924 0.3 -0.2 -0.1
H 4.8409 5.1011 1.8704 0.0 0.0 0.0
H 6.3529 4.7796 1.0057 0.0 0.0 0.0
H 4.8144 4.1681 0.3788 0.1 0.0 0.0
H 6.1199 3.2729 3.0073 0.0 -0.1 0.0
H 6.1194 2.3397 1.5054 0.1 0.0 0.1
H 3.7987 2.3474 1.6980 0.0 0.1 0.0
C -2.7765 0.1405 -2.0344 0.2 0.0 -0.1
C -1.6715 1.0851 -2.4646 -0.4 0.1 -0.3
O -1.2074 0.8247 -3.7872 0.2 -0.1 0.1
H -2.4411 -0.8935 -2.1008 0.0 0.0 0.0
H -3.0873 0.3447 -1.0096 -0.1 0.0 0.0
H -3.6482 0.2386 -2.6829 0.0 0.1 0.1
H -0.8020 0.9717 -1.8179 0.0 0.0 0.0
H -2.0101 2.1242 -2.3967 0.0 0.0 0.1
H -1.9492 0.9323 -4.3916 0.0 0.0 0.0
C 1.1332 -7.5624 -5.1005 0.0 0.1 -0.1
C 0.0911 -8.4340 -4.4315 -0.1 0.1 -0.3
O -1.1667 -7.7581 -4.3484 0.1 0.0 0.2
H 1.2598 -6.6321 -4.5453 0.1 0.0 0.0
H 2.0963 -8.0659 -5.1574 0.0 0.0 0.0
H 0.8192 -7.2965 -6.1139 0.0 -0.1 0.0
H 0.3900 -8.6788 -3.4151 -0.1 0.0 0.0
H -0.0402 -9.3696 -4.9846 0.1 -0.1 0.1
H -1.4407 -7.5516 -5.2473 0.0 0.0 0.0
C -2.6159 -3.9281 0.7056 0.0 0.0 0.0
C -2.8308 -2.7543 -0.2325 -0.1 -0.1 0.4
O -4.1434 -2.2271 -0.1294 -0.1 0.0 0.0
H -3.3361 -4.7167 0.4908 0.0 0.0 0.0
H -1.6091 -4.3381 0.6042 0.0 0.0 0.0
H -2.7612 -3.6240 1.7450 0.1 0.0 0.0
H -2.7005 -3.0704 -1.2648 -0.1 0.1 0.0
H -2.1056 -1.9537 -0.0203 0.1 -0.1 -0.1
H -4.2760 -1.9302 0.7782 0.0 0.1 0.0
C -7.9992 -1.1214 1.4307 -0.2 -0.1 -0.1
C -8.3027 -2.5347 0.9677 0.3 0.1 0.1
O -7.4415 -2.9273 -0.0948 -0.1 0.0 0.0
H -8.1017 -0.4196 0.6018 0.0 0.0 0.0
H -8.6771 -0.8221 2.2324 0.0 0.0 0.0
H -6.9750 -1.0451 1.7917 0.0 0.0 0.1
H -9.3194 -2.6169 0.5869 0.0 0.0 0.0
H -8.1941 -3.2335 1.8054 -0.1 0.0 0.0
H -6.5343 -2.8609 0.2216 0.1 0.0 -0.2
C 2.0489 4.2080 3.8294 0.0 0.2 0.2
C 1.8046 5.6972 3.6672 0.3 -0.1 0.0
O 2.5676 6.4597 4.5979 -0.1 0.0 0.0
H 1.7947 3.8927 4.8424 -0.1 0.0 0.0
H 1.4467 3.6336 3.1206 0.0 0.0 0.0
H 3.0984 3.9646 3.6639 -0.1 0.0 0.0
H 0.7602 5.9382 3.8490 0.0 0.1 0.0
H 2.0533 6.0176 2.6484 -0.1 0.0 -0.1
H 3.4995 6.2744 4.4469 0.0 0.0 0.0
C -2.3541 8.8475 2.4463 0.0 0.0 -0.1
C -1.8666 7.4241 2.6074 0.2 0.2 0.1
O -0.5681 7.2610 2.0260 -0.1 0.0 -0.2
H -2.3771 9.1049 1.3868 -0.1 0.1 0.0
H -3.3538 8.9837 2.8591 0.0 0.0 0.0
H -1.6798 9.5482 2.9428 0.0 0.0 0.0
H -2.5238 6.7266 2.0898 0.0 0.0 0.0
H -1.8340 7.1423 3.6650 0.0 -0.1 0.0
H 0.0323 7.8634 2.4795 0.0 0.0 0.0
C -1.7776 8.0161 -2.3454 0.0 0.0 0.0
C -0.5060 8.7498 -1.9590 -0.1 -0.1 0.2
O -0.6076 9.3435 -0.6718 -0.1 -0.1 0.0
H -2.6271 8.6991 -2.3320 0.0 0.0 0.0
H -1.6946 7.5806 -3.3424 0.0 0.0 0.0
H -1.9890 7.2135 -1.6339 0.0 0.0 0.0
H -0.3043 9.5604 -2.6576 0.0 0.0 0.0
H 0.3481 8.0622 -1.9774 0.0 0.0 -0.1
H -0.7704 8.6353 -0.0351 0.1 0.0 0.1
C -6.1893 2.5425 3.8172 0.0 0.0 0.0
C -6.4863 1.1278 3.3591 0.4 0.2 0.1
O -5.6002 0.7447 2.2979 0.0 0.0 0.1
H -6.2957 3.2382 2.9848 -0.1 0.0 0.0
H -6.8646 2.8470 4.6172 0.0 0.0 0.0
H -5.1631 2.6235 4.1847 0.0 0.0 0.1
H -7.4990 1.0505 2.9744 0.0 0.0 -0.1
H -6.3801 0.4202 4.1876 -0.1 0.0 0.0
H -4.7054 0.8074 2.6467 0.0 0.1 0.0
C 4.6080 -10.2489 -2.0046 -0.1 0.0 0.0
C 4.3597 -9.0698 -2.9253 0.0 0.0 0.2
O 3.0443 -8.5386 -2.7689 0.0 0.0 0.0
H 3.8791 -11.0370 -2.1935 0.0 0.0 0.0
H 5.6092 -10.6556 -2.1494 0.0 0.0 0.0
H 4.5060 -9.9506 -0.9584 0.1 0.0 0.0
H 4.4441 -9.3726 -3.9679 0.0 0.0 0.0
H 5.0951 -8.2799 -2.7384 0.1 0.0 -0.1
H 2.9504 -8.2521 -1.8551 0.0 0.0 0.0
```
Forces are in eV/Å.

Values from the calculation:
Kohn-Sham gap: 7.67 eV
HOMO level: -11.2765 eV
E: -68713.9751 eV
Total charge: +1

Atomic partial charges in e from the Löwdin method, atoms 1 to 4: -0.060 -0.209 -0.287 0.935